Record 1
A structure of composition C39H52N6O7S4SiY at a distorted geometry. Source: OMol25; level of theory: the ωB97M-V functional and the def2-TZVPD basis.

```
! wB97M-V def2-TZVPD RIJCOSX def2/J DEFGRID3
* xyz 1 1
Y -24.05 -4.99 -9.88
C -29.16 -5.35 -7.16
Si -29.73 -5.88 -8.94
C -30.00 -4.36 -9.98
C -31.15 -7.11 -8.78
C -28.18 -6.92 -9.45
C -28.15 -8.28 -9.85
C -26.97 -8.88 -10.24
C -25.85 -8.12 -10.48
N -25.84 -6.81 -10.16
C -26.91 -6.22 -9.50
S -26.61 -4.57 -8.96
H -30.00 -5.28 -6.42
H -28.68 -4.31 -7.23
H -28.40 -6.02 -6.73
H -30.55 -3.52 -9.49
H -30.54 -4.65 -10.91
H -28.98 -4.10 -10.26
H -32.05 -6.61 -8.29
H -30.86 -7.98 -8.14
H -31.49 -7.39 -9.81
H -29.01 -8.90 -9.74
H -26.80 -10.01 -10.26
H -24.98 -8.63 -10.88
O -21.23 -9.06 -14.22
C -21.69 -8.16 -15.23
N -22.50 -7.11 -14.57
C -23.33 -6.29 -15.30
O -23.42 -6.37 -16.51
C -24.07 -5.29 -14.45
C -25.30 -4.69 -14.84
C -25.98 -3.98 -13.92
C -25.52 -3.92 -12.62
N -24.37 -4.46 -12.24
C -23.66 -5.13 -13.15
H -20.67 -9.75 -14.61
H -22.36 -8.70 -15.95
H -20.83 -7.67 -15.78
H -22.53 -7.20 -13.56
H -25.65 -4.75 -15.93
H -26.86 -3.40 -14.25
H -26.11 -3.41 -11.88
H -22.65 -5.42 -12.80
O -20.37 -4.34 -9.47
C -21.13 -3.37 -9.63
N -22.30 -3.47 -10.36
S -23.28 -2.15 -10.24
O -24.43 -2.63 -9.44
O -23.64 -1.49 -11.49
C -22.21 -1.26 -9.19
C -22.42 0.03 -8.67
C -21.45 0.44 -7.78
C -20.23 -0.29 -7.59
C -19.94 -1.50 -8.21
C -21.01 -2.01 -8.98
H -23.23 0.70 -8.93
H -21.67 1.27 -7.11
H -19.50 0.23 -7.00
H -18.96 -1.99 -8.19
C -19.23 -4.01 -5.39
C -20.60 -3.46 -4.98
C -21.81 -3.76 -5.93
S -22.07 -5.47 -6.72
O -23.16 -5.18 -7.78
C -22.83 -6.31 -5.19
C -24.34 -6.27 -5.11
C -24.96 -4.82 -5.08
H -18.51 -3.34 -4.92
H -19.09 -4.05 -6.45
H -19.07 -5.02 -4.95
H -20.61 -2.35 -5.00
H -20.94 -3.85 -3.95
H -21.71 -3.17 -6.87
H -22.76 -3.47 -5.48
H -22.33 -5.88 -4.33
H -22.49 -7.31 -5.30
H -24.67 -6.82 -4.20
H -24.82 -6.81 -5.95
H -24.60 -4.25 -4.20
H -26.08 -4.96 -4.94
H -24.82 -4.31 -6.01
C -18.10 -6.75 -13.80
C -18.17 -5.82 -12.57
C -18.61 -6.52 -11.25
N -19.95 -7.08 -11.36
C -20.81 -7.37 -10.39
S -22.50 -7.38 -10.80
N -20.46 -7.67 -9.13
C -19.17 -7.64 -8.41
O -18.89 -6.58 -7.81
C -18.31 -8.81 -8.54
C -17.15 -8.85 -7.89
C -16.28 -9.95 -7.90
C -16.60 -11.02 -8.67
C -17.81 -11.04 -9.36
C -18.67 -9.94 -9.30
H -17.77 -6.07 -14.62
H -19.02 -7.31 -14.00
H -17.29 -7.46 -13.70
H -18.79 -4.92 -12.62
H -17.16 -5.42 -12.42
H -18.64 -5.78 -10.40
H -17.93 -7.31 -10.96
H -20.43 -6.74 -12.19
H -21.24 -7.59 -8.48
H -16.92 -7.95 -7.35
H -15.41 -9.95 -7.26
H -15.95 -11.84 -8.67
H -18.01 -11.90 -9.93
H -19.63 -10.01 -9.81
*
```

frontier orbital gap: 0.2559 Ha

Record 2
A structure of composition C39H53N12O4PS3Tl at a distorted geometry. Source: OMol25; level of theory: the ωB97M-V functional and the def2-TZVPD basis.

```
! wB97M-V def2-TZVPD RIJCOSX def2/J DEFGRID3
* xyz -2 2
Tl -0.31 1.38 -1.25
O 1.09 3.05 -0.29
N 1.30 4.23 -0.93
C 0.92 5.39 -0.31
C 1.26 6.61 -0.90
C 1.87 6.74 -2.13
C 2.08 5.60 -2.91
C 1.74 4.34 -2.26
S 1.32 3.02 -3.20
H 0.45 5.36 0.71
H 1.05 7.49 -0.23
H 2.28 7.67 -2.54
H 2.51 5.62 -3.92
C -1.99 -2.87 -2.51
C -0.56 -3.16 -2.28
N 0.15 -2.75 -1.23
C 1.43 -3.15 -1.43
C 1.54 -3.90 -2.55
N 0.18 -3.93 -3.11
C -0.35 -4.63 -4.36
N 0.66 -5.39 -5.12
N 0.49 -6.77 -5.18
N 0.96 -7.23 -6.30
C 1.42 -6.15 -7.08
C 1.66 -6.08 -8.42
C 1.83 -4.81 -8.93
C 1.76 -3.65 -8.13
C 1.45 -3.71 -6.80
C 1.26 -5.00 -6.30
H -2.15 -2.54 -3.54
H -2.38 -2.04 -1.86
H -2.64 -3.79 -2.37
H 2.25 -2.90 -0.73
H 2.41 -4.51 -2.92
H -0.82 -3.81 -4.93
H -1.13 -5.39 -4.12
H 1.54 -6.92 -9.05
H 2.01 -4.76 -10.00
H 1.97 -2.63 -8.49
H 1.36 -2.77 -6.14
C -3.00 2.48 7.41
N -4.46 2.41 7.76
C -4.48 1.71 9.12
N -3.81 0.33 9.04
C -2.41 0.43 8.84
N -2.25 1.27 7.66
C -2.32 0.28 6.50
P -4.12 0.13 6.35
C -5.19 1.60 6.72
C -4.38 -0.48 8.07
H -2.58 3.25 8.08
H -3.00 2.72 6.32
H -5.59 1.56 9.34
H -4.06 2.40 9.91
H -1.98 -0.53 8.58
H -1.88 1.01 9.57
H -1.69 -0.55 6.78
H -1.90 0.74 5.60
H -6.25 1.38 6.98
H -5.20 2.09 5.72
H -3.91 -1.56 8.09
H -5.40 -0.64 8.09
O 6.63 -6.31 7.68
C 5.94 -6.26 6.45
O 5.45 -7.34 6.11
C 5.98 -4.89 5.78
C 6.94 -3.87 6.02
C 6.73 -2.63 5.49
C 5.54 -2.28 4.71
S 5.27 -0.71 4.36
C 4.67 -3.34 4.39
C 4.88 -4.60 4.89
H 6.80 -5.43 8.08
H 7.77 -4.07 6.63
H 7.37 -1.86 5.84
H 3.91 -3.13 3.65
H 4.11 -5.42 4.77
C -8.99 5.53 -5.28
N -8.91 4.89 -3.99
C -9.43 5.54 -2.80
C -8.29 3.68 -3.91
S -7.61 2.82 -5.22
N -8.37 3.11 -2.61
C -7.11 2.95 -2.05
C -9.30 2.03 -2.48
H -9.81 5.05 -5.83
H -8.06 5.38 -5.87
H -9.15 6.59 -5.10
H -10.41 5.09 -2.57
H -9.46 6.64 -2.93
H -8.79 5.28 -1.95
H -6.55 2.25 -2.74
H -7.17 2.68 -0.99
H -6.61 3.92 -2.12
H -10.35 2.35 -2.45
H -9.15 1.65 -1.45
H -9.14 1.24 -3.21
O -4.51 -0.54 4.94
C 10.16 -0.22 -2.93
C 8.98 0.68 -2.61
C 9.34 1.69 -1.51
C 8.54 1.27 -3.98
C 7.99 -0.35 -2.12
N 7.18 -1.16 -1.88
H 11.01 0.24 -3.48
H 9.75 -1.03 -3.55
H 10.54 -0.66 -2.04
H 10.36 2.09 -1.65
H 9.31 1.35 -0.49
H 8.68 2.59 -1.50
H 9.42 1.73 -4.40
H 7.76 2.05 -3.94
H 8.15 0.47 -4.63
*
```

frontier orbital gap (spin up / spin down): 0.0586 / 0.1635 Ha

Record 3
A structure of composition C39H53N3O6ReSSi3 at a distorted geometry. Source: OMol25; level of theory: the ωB97M-V functional and the def2-TZVPD basis.

```
! wB97M-V def2-TZVPD RIJCOSX def2/J DEFGRID3
* xyz 0 4
Re 0.26 0.68 -1.80
O -1.19 4.04 -1.24
S -0.63 3.20 -2.26
O -0.47 3.78 -3.56
O 0.73 2.61 -1.76
O -1.37 1.85 -2.35
C 3.32 3.14 0.04
Si 3.60 1.33 -0.36
C 3.36 0.23 1.13
C 5.43 1.17 -0.78
C 2.58 0.66 -1.82
C 2.50 -0.80 -1.90
C 3.41 -1.82 -1.64
C 3.03 -3.12 -1.93
C 1.76 -3.39 -2.45
C 0.88 -2.35 -2.60
N 1.26 -1.10 -2.29
Si 3.01 1.38 -3.54
C 3.12 3.22 -3.64
C 1.82 0.73 -4.83
C 4.69 0.66 -3.96
H 3.40 3.31 1.12
H 2.33 3.46 -0.27
H 4.06 3.77 -0.46
H 3.36 0.82 2.06
H 4.16 -0.51 1.21
H 2.41 -0.31 1.08
H 6.01 1.27 0.15
H 5.76 1.96 -1.47
H 5.68 0.21 -1.23
H 4.39 -1.59 -1.25
H 3.72 -3.94 -1.77
H 1.46 -4.39 -2.72
H -0.13 -2.47 -2.95
H 2.13 3.67 -3.63
H 3.61 3.50 -4.58
H 3.70 3.65 -2.81
H 0.79 1.08 -4.64
H 1.81 -0.36 -4.88
H 2.11 1.11 -5.81
H 5.50 1.20 -3.46
H 4.87 0.72 -5.04
H 4.77 -0.40 -3.67
C -4.89 -2.42 -1.38
C -3.80 -1.49 -1.94
C -4.42 -0.13 -2.29
C -3.23 -2.11 -3.23
Si -2.44 -1.24 -0.64
O -1.10 -0.71 -1.43
C -2.00 -2.92 0.13
C -1.52 -3.94 -0.70
C -1.23 -5.21 -0.20
C -1.40 -5.49 1.15
C -1.86 -4.49 2.00
C -2.15 -3.22 1.49
C -3.21 -0.13 0.69
C -4.11 -0.63 1.64
C -4.71 0.20 2.58
C -4.43 1.57 2.59
C -3.57 2.09 1.63
C -2.97 1.25 0.70
H -5.68 -2.57 -2.14
H -5.37 -1.98 -0.49
H -4.50 -3.40 -1.10
H -5.16 -0.25 -3.08
H -3.66 0.59 -2.64
H -4.91 0.32 -1.42
H -4.02 -2.19 -3.98
H -2.84 -3.12 -3.06
H -2.42 -1.49 -3.65
H -1.39 -3.76 -1.75
H -0.88 -5.98 -0.88
H -1.18 -6.47 1.53
H -1.98 -4.69 3.05
H -2.48 -2.46 2.18
H -4.38 -1.68 1.65
H -5.40 -0.21 3.30
H -4.90 2.21 3.32
H -3.36 3.15 1.59
H -2.33 1.69 -0.05
C -1.06 2.27 4.86
N -0.15 2.33 3.72
N -0.09 1.21 2.90
C 0.05 1.62 1.58
O 0.22 0.81 0.64
C 0.03 3.05 1.60
C -0.13 3.43 2.89
C -0.26 4.79 3.48
C 0.31 -0.04 3.45
C 0.00 -1.22 2.79
C 0.44 -2.43 3.32
C 1.17 -2.47 4.50
C 1.46 -1.29 5.16
C 1.04 -0.07 4.64
H -1.18 1.23 5.15
H -2.04 2.68 4.62
H -0.63 2.81 5.70
H 0.06 3.68 0.73
H -0.06 5.54 2.71
H 0.46 4.92 4.29
H -1.26 4.97 3.88
H -0.56 -1.20 1.88
H 0.20 -3.35 2.79
H 1.51 -3.42 4.90
H 2.03 -1.30 6.09
H 1.31 0.85 5.13
*
```

frontier orbital gap (spin up / spin down): 0.3084 / 0.2987 Ha

Record 4
A structure of composition C39H54AsBN3O4Sr at a distorted geometry. Source: OMol25; level of theory: the ωB97M-V functional and the def2-TZVPD basis.

```
! wB97M-V def2-TZVPD RIJCOSX def2/J DEFGRID3
* xyz -1 1
Sr -0.20 -0.04 -0.08
O 3.49 -2.57 0.17
C 2.62 -1.71 0.08
O 1.36 -1.86 0.03
C 3.08 -0.24 0.02
C 4.42 0.14 -0.03
C 4.72 1.49 -0.11
C 3.69 2.42 -0.15
C 2.38 1.96 -0.11
N 2.11 0.66 -0.02
C 1.16 2.90 -0.20
O 1.36 4.10 -0.26
O 0.05 2.28 -0.20
H 5.18 -0.63 0.00
H 5.75 1.81 -0.14
H 3.87 3.48 -0.22
C -5.54 2.01 -0.05
C -4.74 2.96 0.83
As -2.80 2.72 0.54
C -2.14 4.26 1.57
C -2.05 3.95 3.05
C -2.62 3.53 -1.26
C -3.58 4.66 -1.61
H -6.61 2.07 0.15
H -5.23 0.97 0.11
H -5.38 2.22 -1.10
H -4.93 2.75 1.89
H -5.03 4.00 0.65
H -2.80 5.12 1.38
H -1.16 4.49 1.16
H -3.01 3.62 3.46
H -1.75 4.83 3.63
H -1.33 3.16 3.25
H -2.67 2.72 -1.99
H -1.59 3.89 -1.27
H -4.60 4.32 -1.75
H -3.27 5.14 -2.55
H -3.59 5.44 -0.84
C -6.01 -2.44 -2.99
C -4.87 -1.47 -2.69
C -5.26 -0.05 -3.09
C -3.59 -1.91 -3.36
C -3.44 -1.76 -4.73
C -2.27 -2.16 -5.37
C -1.24 -2.71 -4.63
C -1.36 -2.89 -3.26
C -0.25 -3.58 -2.49
C 1.15 -3.23 -3.00
C -0.45 -5.10 -2.52
C -2.54 -2.49 -2.62
N -2.72 -2.73 -1.24
B -2.30 -1.90 -0.09
N -2.87 -2.71 1.00
C -3.53 -3.84 0.51
C -3.44 -3.85 -0.83
C -2.88 -2.47 2.39
C -1.76 -2.78 3.17
C -1.84 -2.60 4.54
C -2.99 -2.11 5.14
C -4.07 -1.77 4.36
C -4.04 -1.93 2.98
C -5.22 -1.50 2.13
C -6.42 -2.44 2.31
C -5.64 -0.06 2.43
C -0.52 -3.39 2.55
C -0.57 -4.92 2.66
C 0.78 -2.86 3.14
H -6.93 -2.13 -2.47
H -5.77 -3.45 -2.67
H -6.22 -2.46 -4.06
H -4.69 -1.48 -1.61
H -5.55 0.00 -4.14
H -4.43 0.64 -2.94
H -6.10 0.30 -2.50
H -4.24 -1.32 -5.31
H -2.17 -2.03 -6.44
H -0.34 -3.02 -5.13
H -0.31 -3.26 -1.44
H 1.34 -3.70 -3.97
H 1.90 -3.59 -2.30
H 1.28 -2.16 -3.12
H -0.42 -5.47 -3.55
H -1.41 -5.38 -2.08
H 0.33 -5.59 -1.95
H -3.98 -4.56 1.17
H -3.81 -4.59 -1.53
H -0.98 -2.85 5.16
H -3.03 -1.97 6.22
H -4.97 -1.37 4.82
H -4.90 -1.55 1.08
H -6.75 -2.44 3.35
H -6.17 -3.46 2.03
H -7.26 -2.11 1.69
H -6.06 0.04 3.43
H -6.40 0.27 1.72
H -4.78 0.62 2.35
H -0.52 -3.15 1.48
H -0.59 -5.22 3.71
H 0.30 -5.36 2.19
H -1.46 -5.32 2.17
H 0.93 -3.22 4.16
H 0.79 -1.77 3.18
H 1.62 -3.20 2.54
*
```

frontier orbital gap: 0.2378 Ha

Which formula does entry 2 have? C39H53N12O4PS3Tl